C25H32FeN4O10P2Te as an isolated structure in a non-equilibrium geometry, computed with the ωB97M-V functional and the def2-TZVPD basis.

Cartesian coordinates (Å):
Te  -10.6350  -10.7096  10.2713
Fe  -12.8118  -9.0455  15.1975
P  -15.6428  -10.1595  14.2169
P  -13.9830  -8.8556  12.0032
O  -13.4738  -9.2690  10.6596
O  -11.0480  -9.1222  16.2696
O  -15.2047  -7.9608  11.8630
O  -13.3294  -7.0271  16.1117
O  -11.8487  -10.8130  14.4566
O  -12.6617  -4.9689  15.6955
O  -14.4767  -9.9809  15.2175
O  -16.6432  -9.0632  14.1054
O  -13.1088  -8.4883  13.1933
O  -16.3748  -11.5377  14.6107
N  -10.4024  -10.1874  15.9349
N  -10.7854  -11.1400  15.1309
N  -13.9391  -11.5839  12.5356
N  -14.3418  -4.3945  13.7226
C  -8.1898  -11.4360  16.0348
C  -14.9766  -10.4163  12.4694
C  -9.1045  -10.5166  16.6018
C  -10.4377  -8.8320  11.3145
C  -7.6378  -10.2667  18.4699
C  -6.5431  -11.1505  11.9205
C  -8.8402  -9.8924  17.8428
C  -9.9228  -7.6117  13.3092
C  -8.7432  -12.7419  11.4273
C  -10.0131  -8.8407  12.6358
C  -7.0368  -11.7693  16.7097
C  -15.5765  -3.6607  13.9571
C  -16.1452  -10.6939  11.5318
C  -10.0844  -6.4051  12.5594
C  -6.7300  -11.1379  17.8766
C  -13.4415  -6.0120  15.4249
C  -15.8410  -5.8430  14.9069
C  -14.4864  -5.7760  14.3238
C  -8.8135  -11.4381  11.1052
C  -10.3103  -6.4528  11.2002
C  -7.7025  -10.6282  11.3924
C  -16.6225  -4.7478  14.0888
C  -6.4656  -12.4864  12.1480
C  -10.4061  -7.7136  10.5733
C  -7.5626  -13.3231  11.8400
H  -7.4062  -14.3378  12.1336
H  -10.5898  -7.6052  9.5058
H  -14.0039  -4.4444  12.7969
H  -16.8773  -5.2534  13.1575
H  -16.7377  -11.4957  11.8080
H  -17.3453  -11.5130  14.6043
H  -15.8324  -5.5440  15.9355
H  -7.3758  -9.7281  19.3891
H  -5.6007  -12.9504  12.5174
H  -15.4574  -3.0654  14.8731
H  -6.3033  -12.5085  16.3266
H  -5.7337  -10.4124  12.1493
H  -14.4773  -12.4369  12.7006
H  -9.6125  -13.4066  11.2487
H  -10.0131  -5.5376  13.1978
H  -15.7903  -10.9037  10.4690
H  -16.2283  -6.8593  14.8250
H  -7.7735  -9.5282  11.2720
H  -15.7593  -2.9373  13.1854
H  -10.3630  -5.5556  10.6485
H  -9.9514  -9.7838  13.2211
H  -14.1234  -6.4878  13.5891
H  -8.3810  -11.8552  15.1015
H  -13.2668  -11.4445  13.3625
H  -16.7690  -9.8142  11.3972
H  -12.8215  -4.2819  14.9894
H  -17.5264  -4.4179  14.5793
H  -9.4935  -9.1333  18.2212
H  -13.4114  -11.5748  11.6620
H  -5.8059  -11.3271  18.3470
H  -15.8465  -8.1591  12.5983
H  -9.6471  -7.6191  14.3588

Cartesian forces (eV/Å) of the 3 atoms listed first:
0.201 0.588 0.714
0.538 0.535 -0.127
0.668 0.588 0.606

Energy, eV: -113141.222
Frontier orbital gap, eV: 7.77
HOMO energy, eV: -7.54
Energy relative to the best compared isomer or geometry (same formula, charge and spin), kcal/mol: 6.49
2S+1: 5
LUMO energy, eV: 0.230

Atom charges from the Mulliken analysis, given in e for atoms 1 to 4:
1 Te 0.3037
2 Fe 1.3092
3 P 0.8412
4 P 0.9691